This record from the OMol25 dataset describes a 3-piece molecular cluster, C20H43ClN4O7 overall in a non-equilibrium geometry. The level of theory is wB97M-V/def2-TZVPD.

```
75
Properties=species:S:1:pos:R:3:mulliken_charge:R:1
C 5.36 2.46 1.50 -1.24
C 4.29 2.88 0.52 0.87
O 4.07 4.03 0.24 -0.55
O 3.59 1.84 0.03 -0.36
C 3.04 2.01 -1.29 -0.87
C 1.79 2.87 -1.39 -0.53
C 0.73 2.68 -0.31 0.50
C 0.67 1.40 0.53 -0.84
N 0.22 0.28 -0.27 -0.36
N -0.32 1.75 1.56 -0.12
C -0.62 3.13 1.50 0.08
O -1.61 3.67 1.95 -0.62
C 0.54 3.77 0.73 0.49
Cl 0.03 5.30 -0.04 -0.21
H 6.23 3.04 1.26 0.37
H 5.03 2.75 2.49 0.30
H 5.54 1.40 1.46 0.30
H 3.81 2.45 -1.92 0.52
H 2.86 1.02 -1.68 0.49
H 1.33 2.64 -2.35 -0.19
H 2.08 3.91 -1.41 0.45
H -0.22 2.65 -0.84 -0.13
H 1.59 1.23 1.09 0.38
H 1.02 -0.18 -0.67 0.30
H -0.21 -0.37 0.37 0.28
H -0.05 1.51 2.50 0.28
H 1.42 3.94 1.34 0.37
C -0.67 -1.48 -7.21 -0.72
O -1.80 -0.65 -7.09 -0.35
C -2.90 -1.25 -6.41 -0.79
C -3.16 -0.56 -5.09 -0.18
N -2.09 -0.82 -4.13 -0.33
C -2.15 -0.02 -2.91 -0.75
C -1.99 1.49 -3.04 -0.65
O -0.69 1.90 -3.45 -0.28
C -0.49 1.96 -4.85 -0.76
H 0.05 -0.96 -7.84 0.24
H -0.20 -1.67 -6.23 0.30
H -0.92 -2.43 -7.67 0.35
H -2.73 -2.32 -6.26 0.41
H -3.78 -1.13 -7.04 0.39
H -4.10 -0.93 -4.67 0.34
H -3.28 0.52 -5.30 0.19
H -1.20 -0.64 -4.59 0.09
H -1.36 -0.37 -2.25 0.38
H -3.10 -0.22 -2.41 0.44
H -2.13 1.91 -2.04 0.30
H -2.75 1.95 -3.68 0.49
H -1.40 2.21 -5.39 0.35
H -0.10 1.01 -5.24 0.23
H 0.26 2.73 -5.05 0.30
C 1.07 -3.74 6.95 -0.72
O 0.46 -4.35 5.83 -0.35
C -0.96 -4.43 5.91 -0.81
C -1.60 -3.55 4.86 -0.16
N -1.40 -2.14 5.17 -0.29
C -1.80 -1.22 4.10 -1.26
C -1.05 -1.29 2.78 -0.27
O 0.31 -0.88 2.86 -0.33
C 1.23 -1.89 3.24 -0.71
H 2.15 -3.85 6.83 0.24
H 0.83 -2.68 7.01 0.30
H 0.77 -4.23 7.88 0.35
H -1.31 -4.17 6.91 0.41
H -1.24 -5.47 5.71 0.39
H -2.68 -3.75 4.84 0.38
H -1.18 -3.83 3.89 0.17
H -0.42 -1.98 5.37 0.11
H -1.70 -0.21 4.49 0.40
H -2.87 -1.37 3.90 0.43
H -1.53 -0.58 2.10 0.48
H -1.11 -2.27 2.31 0.41
H 0.92 -2.87 2.89 0.35
H 1.37 -1.92 4.33 0.20
H 2.19 -1.64 2.79 0.29
```

Charge: 0
E_tot: -1993.665916 hartree
Structure (SMILES): CC(=O)OCC[C@H]1[C@H](N)NC(=O)[C@@H]1Cl.COCCNCCOC.COCCNCCOC
HOMO-LUMO gap: 0.3328 Ha
HOMO energy: -8.610 eV
2S+1: 1

This record from the OMol25 dataset describes C20H43LaOP3S as an isolated structure in a non-equilibrium geometry. The level of theory is wB97M-V/def2-TZVPD.

```
69
Properties=species:S:1:pos:R:3:mulliken_charge:R:1
La -0.65 -0.57 -0.87 1.96
P 1.61 0.87 0.64 0.64
P -2.02 1.83 -0.01 0.54
P 0.68 1.50 -2.46 0.41
H -0.52 -3.89 -1.15 0.43
C 0.53 -4.16 -1.45 -0.57
C 1.57 -3.55 -0.87 -0.64
H 1.51 -3.10 0.13 0.36
C 1.94 0.42 2.39 -1.32
C 1.48 2.69 0.90 -1.19
C 3.32 0.68 0.02 -1.15
C -3.70 1.50 -0.66 -1.30
C -2.48 2.15 1.72 -1.16
C -1.72 3.55 -0.54 -1.23
C 1.91 0.53 -3.43 -1.20
C 1.45 3.16 -2.58 -1.49
C -0.66 1.66 -3.71 -1.07
H 0.64 -4.92 -2.24 0.33
H 2.52 -3.37 -1.41 0.28
H 1.95 -0.67 2.50 0.29
H 1.19 0.84 3.06 0.30
H 2.93 0.82 2.66 0.55
H 0.60 2.92 1.51 0.32
H 1.38 3.21 -0.06 0.10
H 2.39 3.03 1.41 0.57
H 3.57 -0.39 0.02 0.39
H 3.99 1.22 0.70 0.49
H 3.43 1.05 -1.01 0.24
H -4.34 2.39 -0.48 0.44
H -4.14 0.64 -0.12 0.45
H -3.68 1.27 -1.73 0.41
H -3.25 2.94 1.74 0.54
H -1.62 2.49 2.31 0.34
H -2.89 1.24 2.18 0.21
H -2.57 4.17 -0.21 0.56
H -1.61 3.64 -1.63 0.27
H -0.80 3.94 -0.07 0.33
H 1.79 0.81 -4.48 0.45
H 1.73 -0.56 -3.32 0.38
H 2.93 0.79 -3.09 0.45
H 1.58 3.41 -3.64 0.49
H 2.44 3.18 -2.10 0.41
H 0.81 3.94 -2.13 0.37
H -0.17 1.86 -4.67 0.50
H -1.33 2.49 -3.46 0.34
H -1.24 0.72 -3.80 0.20
C -0.99 -3.10 -5.39 0.14
C -1.99 -2.91 -6.36 -0.38
C -1.97 -3.58 -7.59 -0.56
C -0.94 -4.47 -7.89 -0.43
C 0.01 -4.77 -6.90 -0.58
C -0.03 -4.11 -5.66 -0.20
S -0.93 -2.01 -3.94 -0.19
H -0.79 -2.90 -2.90 -0.10
H -2.78 -2.21 -6.17 0.41
H -2.75 -3.42 -8.33 0.38
H -0.86 -4.95 -8.87 0.41
H 0.80 -5.51 -7.09 0.37
H 0.70 -4.35 -4.90 0.33
C -0.26 -2.65 3.20 -1.24
C -0.83 -1.39 2.68 0.59
C -1.30 -0.39 3.68 -0.91
O -0.93 -1.15 1.42 -0.13
H -1.06 -3.24 3.68 0.40
H 0.48 -2.41 3.99 0.46
H 0.22 -3.23 2.40 0.27
H -0.79 0.59 3.56 0.14
H -2.39 -0.21 3.61 0.41
H -1.07 -0.75 4.69 0.37
```

Charge: +3
E_tot: -2315.991201 hartree
HOMO-LUMO gap: 0.2252 Ha
HOMO energy: -15.962 eV
2S+1: 1

This record from the OMol25 dataset describes a 3-piece molecular cluster, C20H43NO8S overall in a non-equilibrium geometry. The level of theory is wB97M-V/def2-TZVPD.

```
73
Properties=species:S:1:pos:R:3:mulliken_charge:R:1
C -2.51 1.52 0.52 -0.84
C -2.29 0.00 0.37 -0.13
C -1.43 -0.41 -0.78 0.37
O -0.74 -1.39 -0.78 -0.62
O -1.47 0.42 -1.85 -0.03
C -1.53 -0.18 -3.14 -0.78
C -0.50 0.47 -4.04 -0.66
C -0.79 1.92 -4.39 -0.28
O -2.19 2.25 -4.43 -0.43
S -2.43 3.75 -3.94 1.14
O -3.04 3.69 -2.65 -0.54
O -2.98 4.52 -4.99 -0.60
O -0.89 4.15 -3.79 -0.46
C -0.09 2.97 -3.54 0.87
C 1.35 3.19 -3.95 -1.08
C 2.28 3.33 -2.74 -1.24
C 2.63 1.96 -2.16 0.52
C 3.59 2.04 -0.98 -0.86
C 3.78 0.71 -0.20 -0.48
N 3.34 -0.53 -0.84 -0.46
H -2.13 2.07 -0.33 0.08
H -2.00 1.90 1.41 0.31
H -3.57 1.75 0.60 0.28
H -1.79 -0.37 1.26 0.33
H -3.24 -0.53 0.30 0.15
H -1.35 -1.25 -3.11 0.48
H -2.53 -0.03 -3.56 0.31
H 0.48 0.38 -3.56 0.08
H -0.46 -0.11 -4.96 0.47
H -0.43 2.08 -5.41 0.64
H -0.16 2.70 -2.48 0.04
H 1.67 2.31 -4.51 0.45
H 1.41 4.05 -4.62 0.47
H 1.77 3.92 -1.97 0.40
H 3.18 3.87 -3.01 0.53
H 3.07 1.34 -2.95 0.29
H 1.71 1.47 -1.83 -0.27
H 3.26 2.82 -0.30 0.30
H 4.56 2.37 -1.36 0.30
H 3.25 0.77 0.74 0.27
H 4.84 0.59 0.01 0.30
H 3.67 -0.64 -1.79 0.21
H 2.34 -0.67 -0.79 0.17
C 7.25 -3.06 3.54 -1.03
C 6.45 -1.78 3.42 -0.36
O 5.85 -1.58 2.16 -0.38
C 4.92 -2.57 1.75 -0.27
C 3.73 -2.73 2.68 -1.11
H 8.02 -3.10 2.77 0.29
H 7.73 -3.12 4.52 0.38
H 6.62 -3.95 3.43 0.26
H 7.12 -0.92 3.56 0.33
H 5.70 -1.72 4.22 0.31
H 5.42 -3.53 1.60 0.30
H 4.56 -2.24 0.77 0.30
H 4.02 -3.07 3.68 0.32
H 3.03 -3.46 2.27 0.39
H 3.21 -1.77 2.79 0.25
C -7.86 -0.93 3.87 -1.03
C -7.20 -1.02 2.51 -0.36
O -5.79 -0.84 2.52 -0.38
C -5.06 -1.77 3.30 -0.33
C -5.21 -3.22 2.85 -1.07
H -7.63 0.03 4.34 0.29
H -8.94 -1.01 3.77 0.39
H -7.52 -1.72 4.54 0.27
H -7.57 -0.22 1.86 0.32
H -7.46 -1.97 2.02 0.32
H -5.30 -1.67 4.36 0.32
H -4.02 -1.47 3.18 0.33
H -6.24 -3.57 2.96 0.29
H -4.57 -3.86 3.45 0.39
H -4.94 -3.32 1.80 0.28
```

Charge: 0
E_tot: -1842.664178 hartree
Structure (SMILES): CCC(=O)OCC[C@H]1OS(=O)(=O)O[C@@H]1CCCCCN.CCOCC.CCOCC
HOMO-LUMO gap: 0.3580 Ha
HOMO energy: -9.109 eV
2S+1: 1

Look up the E_tot of the first one.
-1993.665916 hartree

Please write out number 1 again, unchanged.
This record from the OMol25 dataset describes a 3-piece molecular cluster, C20H43ClN4O7 overall in a non-equilibrium geometry. The level of theory is wB97M-V/def2-TZVPD.

```
75
Properties=species:S:1:pos:R:3:mulliken_charge:R:1
C 5.36 2.46 1.50 -1.24
C 4.29 2.88 0.52 0.87
O 4.07 4.03 0.24 -0.55
O 3.59 1.84 0.03 -0.36
C 3.04 2.01 -1.29 -0.87
C 1.79 2.87 -1.39 -0.53
C 0.73 2.68 -0.31 0.50
C 0.67 1.40 0.53 -0.84
N 0.22 0.28 -0.27 -0.36
N -0.32 1.75 1.56 -0.12
C -0.62 3.13 1.50 0.08
O -1.61 3.67 1.95 -0.62
C 0.54 3.77 0.73 0.49
Cl 0.03 5.30 -0.04 -0.21
H 6.23 3.04 1.26 0.37
H 5.03 2.75 2.49 0.30
H 5.54 1.40 1.46 0.30
H 3.81 2.45 -1.92 0.52
H 2.86 1.02 -1.68 0.49
H 1.33 2.64 -2.35 -0.19
H 2.08 3.91 -1.41 0.45
H -0.22 2.65 -0.84 -0.13
H 1.59 1.23 1.09 0.38
H 1.02 -0.18 -0.67 0.30
H -0.21 -0.37 0.37 0.28
H -0.05 1.51 2.50 0.28
H 1.42 3.94 1.34 0.37
C -0.67 -1.48 -7.21 -0.72
O -1.80 -0.65 -7.09 -0.35
C -2.90 -1.25 -6.41 -0.79
C -3.16 -0.56 -5.09 -0.18
N -2.09 -0.82 -4.13 -0.33
C -2.15 -0.02 -2.91 -0.75
C -1.99 1.49 -3.04 -0.65
O -0.69 1.90 -3.45 -0.28
C -0.49 1.96 -4.85 -0.76
H 0.05 -0.96 -7.84 0.24
H -0.20 -1.67 -6.23 0.30
H -0.92 -2.43 -7.67 0.35
H -2.73 -2.32 -6.26 0.41
H -3.78 -1.13 -7.04 0.39
H -4.10 -0.93 -4.67 0.34
H -3.28 0.52 -5.30 0.19
H -1.20 -0.64 -4.59 0.09
H -1.36 -0.37 -2.25 0.38
H -3.10 -0.22 -2.41 0.44
H -2.13 1.91 -2.04 0.30
H -2.75 1.95 -3.68 0.49
H -1.40 2.21 -5.39 0.35
H -0.10 1.01 -5.24 0.23
H 0.26 2.73 -5.05 0.30
C 1.07 -3.74 6.95 -0.72
O 0.46 -4.35 5.83 -0.35
C -0.96 -4.43 5.91 -0.81
C -1.60 -3.55 4.86 -0.16
N -1.40 -2.14 5.17 -0.29
C -1.80 -1.22 4.10 -1.26
C -1.05 -1.29 2.78 -0.27
O 0.31 -0.88 2.86 -0.33
C 1.23 -1.89 3.24 -0.71
H 2.15 -3.85 6.83 0.24
H 0.83 -2.68 7.01 0.30
H 0.77 -4.23 7.88 0.35
H -1.31 -4.17 6.91 0.41
H -1.24 -5.47 5.71 0.39
H -2.68 -3.75 4.84 0.38
H -1.18 -3.83 3.89 0.17
H -0.42 -1.98 5.37 0.11
H -1.70 -0.21 4.49 0.40
H -2.87 -1.37 3.90 0.43
H -1.53 -0.58 2.10 0.48
H -1.11 -2.27 2.31 0.41
H 0.92 -2.87 2.89 0.35
H 1.37 -1.92 4.33 0.20
H 2.19 -1.64 2.79 0.29
```

Charge: 0
E_tot: -1993.665916 hartree
Structure (SMILES): CC(=O)OCC[C@H]1[C@H](N)NC(=O)[C@@H]1Cl.COCCNCCOC.COCCNCCOC
HOMO-LUMO gap: 0.3328 Ha
HOMO energy: -8.610 eV
2S+1: 1